Version P
A cluster of 2 separate species, CH3N3O2Si in total. Source: the Open Molecules 2025 dataset; level of theory: ωB97M-V/def2-TZVPD.

Last columns: bonded neighbours and bond lengths (Å).
Geometry (Å):
1 C 0.92 1.74 -0.13  N2 1.148, Si7 1.831
2 N 1.71 2.40 -0.63  C1 1.148
3 N -1.58 -0.12 1.02  Si7 1.690, H8 1.044, H9 1.085
4 N 0.82 -1.13 -0.16  O5 1.211, O6 1.241, Si7 1.777
5 O 1.87 -1.13 -0.76  N4 1.211
6 O 0.23 -2.16 0.20  N4 1.241
7 Si -0.04 0.30 0.47  C1 1.831, N3 1.690, N4 1.777
8 H -1.58 -1.15 1.15  N3 1.044
9 H -2.05 0.46 1.81  N3 1.085
10 H -0.30 0.79 -2.97  no bonds

Output
Orbital gap (spin up / spin down) = 9.7 / 7.1 eV

---

Version Q
A cluster of 2 separate species, CH3N3O2Si in total. Source: the Open Molecules 2025 dataset; level of theory: ωB97M-V/def2-TZVPD.

Last columns: bonded neighbours and bond lengths (Å).
Geometry (Å):
1 C -0.41 1.62 1.09  N2 1.146, Si7 1.844
2 N -0.48 2.67 1.54  C1 1.146
3 N 0.97 0.52 -1.15  Si7 1.712, H8 1.046, H9 1.042
4 N -1.04 -1.34 -0.14  O5 1.208, O6 1.244, Si7 1.783
5 O -1.92 -1.82 0.54  N4 1.208
6 O -0.73 -1.66 -1.30  N4 1.244
7 Si 0.01 0.07 0.19  C1 1.844, N3 1.712, N4 1.783
8 H 0.67 0.28 -2.13  N3 1.046
9 H 1.40 1.43 -0.90  N3 1.042
10 H 1.55 -1.77 2.27  no bonds

Output
Orbital gap (spin up / spin down) = 9.3 / 7.3 eV

---

Version R
An isolated molecule of CH3N3O2Si. Source: the Open Molecules 2025 dataset; level of theory: ωB97M-V/def2-TZVPD.

Last columns: bonded neighbours and bond lengths (Å).
Geometry (Å):
1 N 1.52 2.44 0.47  C2 1.144
2 C 0.97 1.49 0.13  N1 1.144, Si3 1.880
3 Si -0.18 0.11 -0.42  C2 1.880, N4 1.715, N5 1.868, H8 1.486
4 N -1.66 0.19 0.44  Si3 1.715, H9 1.070, H10 1.040
5 N 1.10 -1.21 -0.06  Si3 1.868, O6 1.224, O7 1.242
6 O 2.16 -1.10 -0.65  N5 1.224
7 O 0.91 -2.00 0.88  N5 1.242
8 H -0.35 -0.04 -1.89  Si3 1.486
9 H -2.01 -0.51 1.17  N4 1.070
10 H -2.46 0.63 -0.05  N4 1.040

Output
Orbital gap = 10.8 eV

---

Energy above the most stable structure, in kcal/mol: version P 109.5; version Q 100.7; version R 0.0